1.
ORCA calculation (wB97M-V/def2-TZVPD) on an isolated molecule of C3H7NO2.

* LUMO: 0.0339 Eh
* energy: -8810.3764 eV
* highest occupied orbital energy: -10.43 eV
* ΔE to the lowest compared entry with this formula, charge and spin: 14.7 kJ/mol
* Kohn-Sham gap: 11.35 eV

Structure (XYZ):
```
13
Properties=species:S:1:pos:R:3:mulliken_charge:R:1
C -2.010 0.414 0.171 -1.095
C -0.869 -0.339 -0.482 -0.195
O 0.348 0.350 -0.166 -0.349
C 1.446 -0.422 -0.024 0.650
O 1.470 -1.629 -0.129 -0.596
N 2.536 0.361 0.232 -0.408
H -2.065 1.442 -0.200 0.283
H -1.873 0.444 1.256 0.297
H -2.960 -0.085 -0.045 0.365
H -0.795 -1.368 -0.123 0.325
H -0.975 -0.365 -1.572 0.246
H 3.356 -0.117 0.566 0.249
H 2.391 1.315 0.517 0.227
```

=====

2.
ORCA calculation (wB97M-V/def2-TZVPD) on a structure of composition C27H25CoN6O2 at a distorted geometry.

* net charge: +1
* LUMO (spin up / spin down): -0.1334 / -0.1453 Eh
* energy: -79055.9552 eV
* highest occupied orbital energy (spin up / spin down): -8.82 / -11.66 eV
* multiplicity: 4
* ΔE to the lowest compared entry with this formula, charge and spin: 0.0 kJ/mol
* Kohn-Sham gap (spin up / spin down): 5.19 / 7.70 eV

Structure (XYZ):
```
61
Properties=species:S:1:pos:R:3:mulliken_charge:R:1
Co 0.525 -0.553 0.818 -1.109
C -2.980 -2.727 1.102 -0.633
O -2.663 -1.939 2.247 -0.424
C -1.505 -1.343 1.882 0.539
N -1.090 -1.397 0.635 0.045
C -2.227 -2.052 -0.041 0.761
C -1.839 -2.973 -1.177 -0.198
C -0.509 -3.073 -1.612 0.020
C -0.168 -3.883 -2.697 -0.920
C -1.155 -4.599 -3.369 -0.432
C -2.483 -4.504 -2.957 -0.696
C -2.823 -3.695 -1.870 -0.391
C -0.751 -0.654 2.958 0.613
C -1.096 -0.159 4.185 -0.867
C -0.148 0.687 4.811 -0.537
C 1.052 1.061 4.157 -0.676
C 1.285 0.495 2.931 1.227
N 0.447 -0.405 2.473 0.179
C 2.257 0.773 1.845 -0.636
N 2.169 0.265 0.634 0.365
C 3.348 0.842 -0.045 0.145
C 3.857 1.919 0.916 -0.691
O 3.241 1.639 2.166 -0.363
C 3.066 1.390 -1.429 0.432
C 1.777 1.362 -1.984 0.117
C 1.536 1.883 -3.257 -1.182
C 2.580 2.433 -3.997 -0.474
C 3.868 2.456 -3.467 -0.636
C 4.111 1.935 -2.194 -0.694
H -4.062 -2.727 0.937 0.353
H -2.652 -3.757 1.286 0.376
H -2.844 -1.250 -0.468 0.767
H 0.277 -2.506 -1.112 -0.031
H 0.868 -3.941 -3.020 0.415
H -0.890 -5.221 -4.220 0.389
H -3.255 -5.052 -3.490 0.396
H -3.869 -3.619 -1.583 0.375
H -2.059 -0.369 4.632 0.569
H -0.375 1.107 5.789 0.424
H 1.733 1.784 4.587 0.584
H 4.093 0.042 -0.142 0.437
H 3.577 2.937 0.619 0.387
H 4.946 1.879 1.025 0.393
H 0.948 0.928 -1.426 0.085
H 0.531 1.852 -3.669 0.425
H 2.390 2.835 -4.988 0.394
H 4.685 2.877 -4.047 0.390
H 5.126 1.956 -1.804 0.402
N -4.012 2.012 -0.078 -0.526
C -2.696 2.073 0.373 0.177
C -1.865 0.953 0.393 -0.535
N -0.577 0.986 0.818 1.436
C -0.142 2.203 1.207 -0.196
C -0.956 3.323 1.177 -0.826
N -2.245 3.279 0.762 -0.628
H -4.546 1.307 0.417 0.256
H -4.409 2.941 0.046 0.330
H -2.221 -0.014 0.057 0.162
H 0.887 2.258 1.543 0.423
H -0.592 4.295 1.489 0.432
H 0.525 -0.553 -0.777 0.080
```

=====

3.
ORCA calculation (wB97M-V/def2-TZVPD) on a cluster of 3 separate species, C27H56BF3N4O5P in total at a distorted geometry.

* net charge: +1
* LUMO (spin up / spin down): -0.1124 / -0.1124 Eh
* energy: -63211.9516 eV
* highest occupied orbital energy (spin up / spin down): -10.28 / -10.92 eV
* multiplicity: 3
* Kohn-Sham gap (spin up / spin down): 7.22 / 7.86 eV

Structure (XYZ):
```
97
Properties=species:S:1:pos:R:3:mulliken_charge:R:1
C 0.103 3.690 0.466 -1.198
C -0.334 3.460 -1.056 0.070
C -1.399 2.260 -1.255 -0.525
N -0.821 1.309 -2.249 -0.252
C -0.729 -0.096 -1.786 0.213
B -2.187 -0.837 -1.613 0.459
C -3.229 -0.504 -0.404 -0.881
O -2.620 -1.886 -2.520 -0.626
C 0.035 -0.314 -0.402 -0.836
O 1.482 -0.149 -0.501 -0.310
C 2.063 -1.110 -1.400 0.452
P 3.375 -0.133 -2.407 0.325
O 3.817 -0.876 -3.668 -0.649
C 2.850 -2.286 -0.624 0.843
F 4.097 -1.904 -0.170 -0.264
F 2.094 -2.823 0.425 -0.303
F 3.069 -3.337 -1.538 -0.290
C 1.001 -1.853 -2.331 -1.285
N 0.084 -0.804 -2.867 0.088
H -0.456 3.011 1.174 0.298
H -0.054 4.799 0.696 0.296
H 1.234 3.542 0.551 0.305
H 0.613 3.155 -1.621 0.371
H -0.749 4.384 -1.554 -0.135
H -1.753 1.816 -0.282 0.129
H -2.312 2.742 -1.749 0.301
H -1.454 1.290 -3.059 0.374
H -4.114 -1.226 -0.392 0.301
H -3.693 0.517 -0.657 0.281
H -2.734 -0.386 0.605 0.284
H -3.492 -1.596 -2.869 0.335
H -0.246 -1.338 0.030 0.326
H -0.278 0.424 0.412 0.356
H 2.775 1.151 -2.711 0.133
H 4.480 0.175 -1.535 0.175
H 0.417 -2.661 -1.778 0.315
H 1.585 -2.273 -3.216 0.542
H 0.695 -0.057 -3.267 0.467
H -0.493 -1.139 -3.653 0.490
C 3.509 -5.331 1.269 -1.857
C 4.980 -5.829 1.227 2.238
C 5.036 -7.257 0.651 -1.364
C 4.426 -8.283 1.614 -0.397
C 5.142 -8.207 2.956 -1.237
C 5.089 -6.791 3.555 1.601
N 5.593 -5.760 2.588 0.256
O 6.918 -5.941 2.452 -0.533
C 3.653 -6.453 4.021 -1.688
C 5.894 -6.763 4.874 -1.782
C 5.658 -4.859 0.242 -1.770
H 2.800 -6.136 1.434 0.182
H 3.379 -4.565 2.033 0.484
H 3.189 -4.905 0.319 0.216
H 6.061 -7.547 0.429 0.403
H 4.489 -7.291 -0.299 0.331
H 3.355 -8.098 1.754 0.281
H 4.493 -9.285 1.186 0.410
H 4.694 -8.927 3.651 0.400
H 6.181 -8.529 2.817 0.350
H 3.596 -5.434 4.412 0.387
H 3.329 -7.140 4.808 0.445
H 2.881 -6.556 3.270 0.291
H 6.934 -7.048 4.736 0.379
H 5.459 -7.475 5.584 0.400
H 5.852 -5.771 5.328 0.440
H 5.615 -3.831 0.615 0.355
H 5.143 -4.883 -0.723 0.354
H 6.701 -5.113 0.044 0.390
C -6.866 5.745 -0.047 -1.819
C -5.394 5.459 0.355 1.918
C -4.850 6.612 1.222 -1.196
C -4.667 7.898 0.407 -0.487
C -3.747 7.624 -0.774 -1.183
C -4.275 6.483 -1.661 1.697
N -4.552 5.242 -0.862 0.124
O -3.371 4.741 -0.462 -0.219
C -5.538 6.934 -2.431 -1.709
C -3.262 6.205 -2.794 -1.754
C -5.501 4.185 1.215 -1.990
H -7.071 6.804 -0.159 0.335
H -7.127 5.222 -0.966 0.376
H -7.572 5.430 0.723 0.484
H -3.899 6.343 1.675 0.323
H -5.546 6.809 2.046 0.369
H -5.631 8.272 0.047 0.293
H -4.269 8.691 1.043 0.404
H -3.631 8.538 -1.367 0.416
H -2.747 7.384 -0.391 0.278
H -5.945 6.119 -3.034 0.393
H -5.307 7.770 -3.097 0.426
H -6.344 7.321 -1.821 0.303
H -2.277 5.934 -2.420 0.168
H -3.134 7.108 -3.401 0.455
H -3.628 5.412 -3.450 0.450
H -5.905 3.353 0.630 0.442
H -6.176 4.357 2.057 0.495
H -4.544 3.878 1.643 0.271
```

=====

4.
ORCA calculation (wB97M-V/def2-TZVPD) on an isolated molecule of C6H11N at a distorted geometry.

* LUMO: 0.0347 Eh
* energy: -7890.1769 eV
* highest occupied orbital energy: -11.24 eV
* ΔE to the lowest compared entry with this formula, charge and spin: 34.2 kJ/mol
* Kohn-Sham gap: 12.18 eV

Structure (XYZ):
```
18
Properties=species:S:1:pos:R:3:mulliken_charge:R:1
C -2.460 -0.285 -0.849 -1.412
C -1.304 0.377 -0.125 -0.433
C 0.098 -0.048 -0.617 -0.697
C 1.062 -0.260 0.572 0.513
C 2.551 -0.297 0.219 -1.516
C 0.771 0.886 1.452 0.268
N 0.382 1.854 1.955 -0.505
H -3.403 -0.025 -0.357 0.362
H -2.513 0.037 -1.893 0.337
H -2.353 -1.375 -0.824 0.355
H -1.387 1.466 -0.195 0.361
H -1.404 0.161 0.944 0.349
H 0.053 -0.965 -1.218 0.405
H 0.524 0.733 -1.258 0.274
H 0.787 -1.193 1.085 0.233
H 2.774 -1.107 -0.482 0.382
H 2.853 0.651 -0.237 0.341
H 3.155 -0.447 1.119 0.384
```

=====

5.
ORCA calculation (wB97M-V/def2-TZVPD) on a cluster of 12 separate species, C5H34N10O12 in total at a distorted geometry.

* LUMO: -0.0090 Eh
* energy: -45214.2435 eV
* highest occupied orbital energy: -8.80 eV
* ΔE to the lowest compared entry with this formula, charge and spin: 0.0 kJ/mol
* Kohn-Sham gap: 8.55 eV

Structure (XYZ):
```
61
Properties=species:S:1:pos:R:3:mulliken_charge:R:1
C -0.058 -2.869 -0.077 0.430
O -0.263 -2.233 -1.108 -0.597
N 0.962 -2.629 0.782 0.045
N -1.005 -3.661 0.556 -0.557
H 1.756 -2.065 0.526 0.084
H 1.048 -3.195 1.602 0.174
H -1.913 -3.842 0.163 0.194
H -0.916 -3.962 1.506 0.234
C 0.163 1.199 0.597 0.376
O -0.985 1.011 1.026 -0.666
N 1.281 1.303 1.348 -0.021
N 0.480 1.089 -0.734 -0.214
H 1.252 1.407 2.366 0.307
H 2.160 1.471 0.871 0.076
H -0.348 0.847 -1.274 0.209
H 1.227 0.419 -0.835 0.323
C -0.703 -0.547 -5.641 0.425
O -0.145 -0.618 -6.736 -0.700
N -2.037 -0.554 -5.394 -0.340
N 0.040 -0.547 -4.497 -0.217
H -2.630 -0.381 -6.188 0.217
H -2.328 -0.290 -4.466 0.242
H -0.267 -0.544 -3.528 0.391
H 1.029 -0.546 -4.683 0.096
C -3.445 2.802 -1.110 0.621
O -3.256 1.746 -1.737 -0.761
N -4.141 3.842 -1.629 -0.464
N -3.131 2.883 0.190 -0.283
H -4.214 3.841 -2.632 0.254
H -4.270 4.681 -1.098 0.171
H -3.613 3.608 0.691 0.166
H -2.548 2.204 0.654 0.215
C -1.886 -1.055 3.682 0.201
O -1.982 -1.940 4.532 -0.677
N -1.823 -1.388 2.348 -0.054
N -1.867 0.270 3.909 -0.300
H -1.798 -2.352 2.080 0.165
H -1.473 -0.699 1.694 0.203
H -1.700 0.912 3.148 0.256
H -1.754 0.563 4.863 0.214
O 4.777 0.727 1.748 -0.655
H 5.106 0.984 0.876 0.309
H 5.512 0.897 2.346 0.264
O 1.195 1.845 4.011 -0.589
H 0.847 1.712 4.900 0.267
H 1.722 2.651 4.073 0.240
O 3.366 1.384 -0.801 -0.621
H 2.812 2.162 -0.942 0.323
H 3.265 0.862 -1.615 0.242
O 1.154 -1.824 3.752 -0.578
H 0.236 -1.723 4.043 0.377
H 1.599 -1.026 4.053 0.247
O 3.954 -1.568 0.383 -0.679
H 4.171 -1.465 -0.547 0.301
H 3.966 -0.659 0.740 0.337
O -1.660 -0.319 -2.359 -0.665
H -1.615 -1.107 -1.793 0.300
H -2.361 0.234 -1.962 0.414
O 2.469 -0.942 -2.171 -0.676
H 1.635 -1.358 -1.889 0.100
H 2.953 -1.649 -2.612 0.307
```

=====

6.
ORCA calculation (wB97M-V/def2-TZVPD) on a structure of composition C33H23F2N4O3ReS at a distorted geometry.

* LUMO (spin up / spin down): -0.0227 / -0.0233 Eh
* energy: -65095.9016 eV
* highest occupied orbital energy (spin up / spin down): -6.32 / -6.40 eV
* ΔE to the lowest compared entry with this formula, charge and spin: 71.9 kJ/mol
* Kohn-Sham gap (spin up / spin down): 5.70 / 5.77 eV

Structure (XYZ):
```
67
Properties=species:S:1:pos:R:3:mulliken_charge:R:1
Re 0.692 -0.716 0.105 0.906
C 2.529 -0.466 -3.505 -1.303
O 1.458 -0.245 -2.604 -0.077
C 0.234 0.031 -3.137 0.334
C -0.130 -0.220 -4.449 -0.656
C -1.377 0.178 -4.910 -0.711
C -2.252 0.850 -4.072 -0.965
C -1.895 1.087 -2.754 -0.170
C -0.665 0.658 -2.270 0.464
N -0.234 0.860 -0.931 0.536
N -0.765 1.891 -0.387 -0.619
C -0.404 2.406 0.792 -0.126
C 0.825 2.056 1.435 0.887
O 1.447 0.986 1.164 -0.735
C 1.381 2.999 2.358 -1.083
C 0.662 4.066 2.779 -0.769
C -0.686 4.288 2.351 0.894
C -1.498 5.275 2.933 -0.851
C -2.808 5.422 2.549 -0.526
C -3.343 4.593 1.556 -0.746
C -2.559 3.638 0.953 -0.529
C -1.222 3.461 1.342 0.582
H 2.546 0.300 -4.284 0.490
H 2.471 -1.456 -3.964 0.427
H 3.441 -0.398 -2.917 0.226
H 0.554 -0.719 -5.123 0.471
H -1.651 -0.038 -5.934 0.406
H -3.210 1.187 -4.444 0.412
H -2.561 1.597 -2.076 0.453
H 2.376 2.801 2.735 0.514
H 1.104 4.760 3.485 0.389
H -1.078 5.906 3.708 0.392
H -3.433 6.171 3.020 0.385
H -4.383 4.694 1.276 0.405
H -2.965 2.987 0.190 0.323
F -4.671 -0.290 1.118 -0.361
C -3.674 -1.032 0.600 0.307
C -2.384 -0.554 0.653 -0.596
C -1.343 -1.287 0.082 0.303
C -1.650 -2.529 -0.519 -0.032
C -2.968 -2.984 -0.507 0.924
F -3.285 -4.184 -1.042 -0.354
C -3.998 -2.254 0.036 -1.075
C -0.511 -3.212 -1.095 0.505
C -0.516 -4.432 -1.772 -1.269
C 0.662 -4.941 -2.277 -0.362
C 1.841 -4.227 -2.082 -1.056
C 1.785 -3.035 -1.400 -0.187
N 0.641 -2.512 -0.921 0.598
H -2.203 0.397 1.139 0.592
H -5.012 -2.625 0.029 0.500
H -1.440 -4.971 -1.897 0.547
H 0.674 -5.884 -2.807 0.449
H 2.791 -4.597 -2.440 0.430
H 2.685 -2.472 -1.197 0.596
O 2.747 -1.365 0.735 -0.835
N 3.040 -1.214 2.019 0.403
C 4.321 -0.974 2.353 -0.170
C 4.713 -0.849 3.660 -0.806
C 3.747 -0.956 4.662 -0.188
C 2.441 -1.195 4.308 -0.953
C 2.070 -1.337 2.964 0.779
S 0.471 -1.687 2.474 -0.409
H 4.992 -0.894 1.512 0.434
H 5.752 -0.670 3.889 0.413
H 4.020 -0.845 5.703 0.400
H 1.660 -1.277 5.050 0.445
```